The following is a quantum chemistry calculation of one molecule with the formula C4H10N2O in a non-equilibrium geometry, from OMol25.

```
17
Properties=species:S:1:pos:R:3:forces:R:3:nbo_charge:R:1
H -1.8315 -0.3693 0.1608 -0.210 0.009 0.290 0.24
C -1.0777 1.3044 2.0416 -0.844 0.597 0.169 0.52
H -0.6561 -1.5905 0.6704 -0.143 -0.040 0.159 0.18
N -0.3757 0.2856 1.5263 0.757 -0.665 -0.438 -0.61
C 1.4637 0.2974 -0.7133 0.363 -1.074 0.077 -0.64
H 0.1145 -2.2180 -1.4931 0.201 0.076 0.040 0.35
H 1.6052 1.2301 -0.1722 -0.288 0.070 0.009 0.22
N -0.1224 -1.2917 -1.8276 -0.147 -0.437 0.393 -0.83
C 0.0372 -0.2359 -0.8396 -1.049 1.466 -1.048 -0.06
H -0.5404 0.5796 -1.3008 0.300 0.250 0.109 0.18
H 1.8297 0.4223 -1.7340 0.065 0.226 0.072 0.22
H 2.1162 -0.4652 -0.2696 0.051 0.064 0.106 0.20
H 0.4037 -1.0880 -2.6639 0.025 -0.096 -0.063 0.36
O -2.2662 1.4755 1.8558 0.074 -0.007 -0.148 -0.61
H -0.5189 2.0231 2.6610 0.320 -0.307 0.095 0.11
H 0.6134 0.1754 1.6824 -0.054 0.583 0.492 0.39
C -0.7946 -0.5347 0.4159 0.578 -0.716 -0.313 -0.23
```
Positions in Å, forces in eV/Å.

energy relative to the best compared isomer or geometry (same formula, charge and spin): 27.5 kcal/mol
HOMO: -9.5 eV
charge: 0

The following is a quantum chemistry calculation of C41H56N6OP2ReSSi2 as an isolated structure in a non-equilibrium geometry, from OMol25.

```
110
Properties=species:S:1:pos:R:3:forces:R:3:mulliken_spin:R:1
H 3.9807 2.5905 3.6625 0.004 0.013 -0.059 0.00
Si 2.9675 -2.4033 -1.1772 0.306 0.147 -0.972 0.06
H -0.4670 -3.6714 -5.1824 -0.010 -0.044 -0.012 0.00
H -2.2036 -5.4040 -4.7937 0.026 -0.039 0.015 0.00
H -2.0141 0.0095 2.3617 -0.173 -0.239 -0.009 0.01
C 0.7504 0.8528 2.8922 0.807 2.812 2.680 0.10
H -2.0158 -4.5895 -0.5969 0.015 -0.112 -0.022 0.00
H -4.5646 -0.9168 -5.5849 -0.012 0.016 0.006 0.00
H -5.7031 3.0612 1.1716 -0.017 -0.022 0.019 0.00
H -5.9741 -0.5431 -3.5789 0.006 0.002 -0.018 0.00
H 3.7350 -1.6737 4.1349 -0.053 -0.105 -0.226 -0.01
H -2.5870 2.4435 -3.7212 -0.041 -0.054 0.050 0.00
H 5.2469 -1.2003 -1.7630 0.191 0.123 0.422 0.02
H -0.2035 4.1563 0.2702 -3.734 0.883 -2.511 -0.01
H 1.1780 -2.9852 4.3863 0.003 -0.010 0.000 0.00
S 3.2094 0.0124 -0.2906 -7.729 4.082 6.391 0.22
N 1.2845 2.0551 -0.2889 0.675 0.619 1.530 -0.04
H 1.6848 0.5360 2.1592 -0.923 1.455 2.806 0.08
H 0.4166 -5.3463 0.1262 -0.044 -0.077 0.059 0.00
H -4.9165 -0.0909 -1.4013 -0.062 0.030 -0.057 0.00
C 3.4205 0.0995 1.3946 -0.578 0.515 -0.356 -0.14
H -0.8166 1.1652 1.2034 1.176 2.336 3.100 0.11
H 0.4286 2.3194 -3.6545 -0.007 0.045 -0.044 0.00
C 3.6933 -0.8024 3.4814 0.156 0.150 0.715 -0.08
H -5.2717 2.5160 3.5566 -0.013 -0.021 -0.006 0.00
C -1.0765 4.2517 -0.4607 0.111 -0.225 0.099 0.02
C 0.6908 -2.7933 2.3182 -0.059 0.305 -0.006 -0.02
H 0.9700 -6.6374 2.1454 -0.011 0.004 0.031 0.00
C -2.9093 -0.1398 -2.1553 -2.080 -0.251 0.152 0.01
H -4.3083 2.0638 -0.5813 -0.104 0.001 0.035 0.00
C 0.5738 -4.8322 1.0691 0.045 0.136 -0.346 -0.01
N -0.9903 1.2566 -0.9770 -0.703 0.783 -0.743 0.05
H 1.1736 1.4105 3.7780 -0.251 0.277 -0.067 0.09
C 0.4065 3.0867 -2.8759 -0.710 0.003 -0.248 0.00
N 1.2910 -1.8460 -0.9661 2.144 -0.280 -0.116 0.09
H -3.5510 2.9329 -2.3242 -0.023 0.004 -0.062 0.00
H 3.8426 -0.2920 -2.3589 0.300 0.097 -0.090 0.00
H -2.0864 -0.8389 -5.3683 -0.050 -0.012 -0.032 0.00
C 3.7646 -3.4305 0.1500 0.061 0.040 0.247 0.00
H -1.1408 1.9278 2.8429 0.204 0.840 0.012 -0.03
N 3.6127 1.4168 1.9866 1.149 0.234 -0.279 -0.04
H 4.0724 0.5652 5.1878 -0.020 0.135 -0.007 0.00
H 1.8837 2.3348 -1.0478 0.275 -0.065 0.376 0.03
H 0.2927 -0.0587 3.2811 0.038 0.444 0.902 -0.03
C 4.2189 -0.8834 -1.5186 0.922 -4.133 -3.910 0.10
H 3.5762 2.2080 1.3707 -0.172 0.029 0.079 0.02
C 3.8962 0.5043 4.1268 -0.103 -0.404 -0.453 0.01
H 4.1534 -3.6929 -2.9275 0.006 0.020 0.051 0.00
H -3.4093 0.9765 4.1352 -0.010 0.024 0.002 0.00
H 1.7668 4.4990 3.3088 -0.023 -0.011 -0.028 0.00
C -4.1081 -0.7011 -4.6273 0.048 0.000 -0.041 0.00
H 2.8212 -2.7772 -3.6414 -0.031 -0.070 -0.032 0.00
H 1.3582 -5.4600 4.2973 -0.025 -0.010 -0.004 0.00
H -1.0009 5.2076 -0.9941 -0.135 0.018 0.030 0.00
C 1.1070 -4.8990 3.4056 0.031 0.004 0.021 0.00
C 0.4790 -3.4359 1.1041 -0.757 -1.566 0.145 -0.01
H 3.6886 -2.9646 1.1319 -0.095 -0.049 0.015 0.00
C -4.8950 -0.4896 -3.5077 -0.020 -0.034 0.005 0.00
C -3.0411 0.9778 0.7631 -1.880 -0.649 -0.028 0.02
H 0.6130 -1.7192 2.3450 -0.019 0.025 0.022 0.03
C -0.7939 -3.9076 -4.1776 -0.173 0.055 0.126 0.00
P -2.1201 0.1540 -0.5592 3.224 -2.413 -0.525 0.01
H 4.4253 -0.1387 -0.4399 7.192 -0.203 -0.971 0.06
H 2.4867 4.2065 -0.6343 0.030 -0.120 0.106 0.00
H -2.6176 4.1288 -3.2169 0.072 0.028 0.085 0.00
C -2.6096 3.0995 -2.8483 -0.102 -0.156 -0.065 0.00
C 1.0074 -3.5149 3.4575 0.069 -0.096 -0.156 -0.01
C 1.6978 4.3992 0.0912 0.664 -0.485 0.960 0.00
H 0.6159 3.6295 4.3261 0.048 -0.037 -0.062 0.00
C 0.7155 4.4339 3.5964 -0.128 0.072 0.197 0.00
H -1.2127 4.0833 2.7081 -0.002 -0.188 -0.156 0.00
C -3.6105 1.2320 3.1023 -0.018 0.060 -0.054 0.00
C -4.8983 2.3918 1.4469 0.071 0.113 0.000 0.00
C -2.8172 0.6881 2.1064 -0.440 -0.799 -0.032 0.00
H 2.1467 4.8753 0.9658 0.021 0.025 -0.040 0.00
C 1.0222 3.0629 0.5021 0.986 -0.470 0.949 0.00
C 0.8895 -5.5595 2.2053 0.093 -0.003 -0.016 0.00
C -1.7665 -4.8728 -3.9578 0.022 0.038 -0.042 0.00
C -0.3300 1.7359 2.1418 -0.366 -0.003 -0.353 0.01
N 0.2249 2.9949 1.6438 1.157 -0.152 -0.439 0.00
H 1.3354 3.0332 -2.3340 0.117 0.220 -0.332 0.00
N 3.4822 -0.9928 2.2310 0.034 0.162 -0.090 0.05
C -4.2977 -0.2229 -2.2818 0.103 -0.017 0.096 -0.01
Si -1.1157 2.8389 -1.7573 0.882 -0.215 0.876 0.01
O 0.5726 0.0270 1.4483 0.796 -6.980 -6.669 0.65
H -2.9829 -5.8471 -2.4755 0.026 -0.027 -0.022 0.00
H 3.3329 -4.4329 0.1902 -0.093 0.035 -0.011 0.00
C -0.2541 -3.2057 -3.1103 0.383 0.424 0.076 -0.02
C -2.7220 -0.6549 -4.5115 -0.034 -0.001 0.135 0.01
C 3.8454 1.5744 3.3110 0.485 -0.141 0.074 -0.02
C -2.1996 -5.1236 -2.6624 -0.075 0.076 0.003 0.00
C -4.1069 1.8295 0.4573 0.287 0.032 -0.356 -0.01
C -1.6475 -4.4215 -1.6042 0.042 0.114 0.119 0.01
H 0.4608 -2.4137 -3.2960 0.118 -0.128 0.032 0.00
C -0.1759 4.1888 2.3838 0.779 0.284 0.359 0.00
H 0.9961 5.0869 -0.3536 0.272 0.236 -0.065 0.00
H 4.8301 -3.5488 -0.0735 -0.035 0.037 -0.124 0.00
C -4.6534 2.0890 2.7772 0.033 0.032 0.023 0.00
H 2.4937 -4.2813 -2.7569 -0.004 -0.002 -0.116 0.00
C 3.1156 -3.3827 -2.7813 -0.267 -0.009 0.161 0.00
C -2.1376 -0.3866 -3.2882 0.484 0.152 0.296 0.03
C -1.1457 -1.2332 -0.0612 -0.245 0.459 -0.825 0.19
H -1.9898 4.2678 0.1434 -0.084 -0.033 -0.115 0.00
H 0.4361 5.3682 4.0893 0.009 -0.001 -0.019 0.00
H -1.0574 -0.3625 -3.1863 -0.013 0.008 -0.087 -0.03
H -0.1612 5.0701 1.7427 0.096 -0.010 0.037 0.00
Re 0.6219 0.0419 -0.3552 -1.660 0.624 -1.720 1.37
C -0.6466 -3.4601 -1.8021 -0.853 -1.759 0.472 0.01
H 0.3595 4.0672 -3.3585 -0.039 -0.041 -0.078 0.00
P -0.0383 -2.5537 -0.3671 -1.983 3.036 -0.870 0.00
```
Positions in Å, forces in eV/Å.

energy relative to the best compared isomer or geometry (same formula, charge and spin): 201.7 kcal/mol
spin multiplicity: 4
HOMO (alpha / beta): -4.8 / -4.9 eV
charge: 0

The following is a quantum chemistry calculation of C23H31IPdSeSi3 as an isolated structure in a non-equilibrium geometry, from OMol25.

```
60
Properties=species:S:1:pos:R:3:forces:R:3:mulliken_spin:R:1
H -2.7333 -2.9139 -4.8328 -1.847 -1.075 -5.165 0.07
H 0.4637 -4.2640 0.4243 3.774 -0.040 -1.820 0.00
H -3.8541 -4.2099 -2.9932 -1.813 -1.351 0.193 0.02
H -0.8826 -1.1412 -4.1185 -3.451 0.075 0.216 0.04
C -2.4151 -2.7140 -3.9379 -1.460 1.649 8.465 0.84
H -0.8945 5.3798 1.4914 -3.283 -0.037 -0.574 0.00
C -0.2311 -3.6231 0.7950 -3.853 -1.312 4.986 0.00
C 2.4798 -0.0995 0.6734 -0.234 -1.240 -9.372 -0.01
H -2.7931 6.3274 1.7078 0.668 -3.602 -1.215 0.00
C -2.4128 -3.5231 -1.4841 -2.031 3.494 -0.424 0.24
Pd 0.7212 -0.8590 0.3959 -1.098 2.118 0.198 0.01
C 4.6678 -0.1737 2.2275 2.127 -3.227 -6.252 0.00
I 0.6772 -0.4334 3.3310 -1.944 -0.540 -0.854 0.00
H -1.1635 1.3216 -2.6081 -4.610 3.133 2.183 -0.04
H -3.3442 -0.9969 1.2456 -6.784 7.220 -0.825 0.00
H 6.4832 0.1166 1.0499 -2.363 -1.147 -0.576 0.00
H -0.3732 0.9365 -3.8205 0.897 -1.101 2.038 0.01
H -0.2160 -3.9034 1.9216 0.788 0.976 -0.852 0.00
H -3.0952 4.0524 -2.3585 0.246 0.469 0.534 0.00
H -3.4859 5.4111 -0.9067 0.913 -1.450 -1.519 0.00
H -2.8755 -3.8049 -0.5448 0.591 -1.084 0.456 0.02
Si 0.4019 -0.5199 -2.0668 1.714 -6.850 4.150 0.12
C 5.5587 -0.3515 3.4191 -10.003 -0.250 -6.464 0.00
H 1.0935 1.9520 -2.5186 -2.538 -1.669 -0.107 0.21
H 6.4528 -0.1380 3.4381 9.222 1.822 -0.852 0.00
C -1.5157 -1.3451 -2.3273 5.040 0.029 10.156 0.27
H -4.8820 4.1324 1.0671 1.425 -0.002 -1.444 0.00
C -0.3368 0.8138 -2.6142 4.283 6.059 -6.531 -0.04
C -3.3493 -3.4479 -2.4967 6.950 1.369 -3.021 -0.13
C 3.0922 -0.4323 1.7073 9.030 1.061 7.776 -0.01
H -1.9386 4.7981 2.6289 -2.273 0.551 -2.548 0.00
H -1.3713 5.0186 -1.2339 -3.522 -0.469 -1.369 0.00
C -1.9939 -1.3687 -3.4626 0.964 -2.386 -10.839 -0.15
H -3.3594 -3.1693 0.7996 0.926 3.650 1.524 -0.01
C -2.4382 5.1422 1.5083 6.192 3.999 5.377 0.00
Si -2.1173 3.7148 0.4549 -5.665 -1.203 -2.961 -0.01
C 4.6839 0.1448 -0.2720 1.583 -5.520 0.200 0.00
H -5.2197 2.6689 0.5091 1.493 -0.564 -0.998 0.00
H 1.3034 -1.7771 -3.9939 -4.538 -4.459 -6.727 0.00
H -4.3455 2.9723 2.1290 0.596 0.008 -3.187 0.00
C 4.8834 -0.2796 4.4940 -6.949 -2.786 1.784 0.00
C -2.8989 4.5437 -1.3964 5.017 1.427 3.727 0.00
H -2.4172 -2.3605 2.6106 -1.680 2.884 -3.163 0.00
Se -0.9673 2.0027 1.0266 0.349 0.664 -0.296 0.01
H 2.4570 -0.5710 5.6267 2.539 -0.623 -4.280 0.00
C -4.2476 3.2448 0.6234 -2.387 0.412 6.491 0.00
H 5.4831 0.1496 -1.0977 -1.748 0.369 0.626 0.00
C -2.7378 -1.6641 1.3911 6.952 -14.215 4.223 0.05
H 2.1291 -1.9436 -2.3659 0.628 0.355 -1.991 0.00
Si -1.1310 -1.9401 0.6169 0.395 -1.039 -2.634 0.03
C 3.3452 -0.7324 4.2830 0.423 2.425 1.473 0.00
H -0.8599 -4.5276 0.6922 -1.949 0.409 -0.596 0.00
H 3.0953 -0.2439 -1.4290 -0.873 -0.929 -0.107 0.01
C -1.3947 -2.1048 -1.1605 -3.906 -2.426 -3.294 0.44
C 1.7897 -1.4076 -3.3030 2.573 6.941 8.736 -0.01
C 5.3089 -0.2293 0.9384 3.462 4.977 2.244 0.00
C 3.3541 -0.4809 -0.3974 1.829 6.935 -1.963 -0.02
H 5.5774 -0.1451 5.2420 -0.069 0.092 3.408 0.00
C 2.6787 -0.6781 2.8873 -1.357 -0.761 12.928 0.01
H 2.1112 -0.3255 -3.6159 0.639 -2.212 0.728 0.01
```
Positions in Å, forces in eV/Å.

energy relative to the best compared isomer or geometry (same formula, charge and spin): 1051.4 kcal/mol
spin multiplicity: 3
HOMO (alpha / beta): -0.8 / -1.2 eV
charge: -2